1.
A 7-piece molecular cluster, C27H56NO13S6 overall at a distorted geometry, computed with ωB97M-V with the def2-TZVPD basis set.

Structure (XYZ):
```
103
Properties=species:S:1:pos:R:3:forces:R:3:lowdin_charge:R:1
C -1.6144 -1.8976 2.5307 -3.16 -1.23 -0.22 0.034
C -1.8355 -0.9396 1.4080 -4.49 0.90 -3.87 -0.297
O -2.9957 -0.7304 0.9109 5.07 -0.97 2.45 0.062
N -0.7769 -0.0691 0.7722 1.27 1.74 3.25 0.043
H -1.0806 0.9131 1.1522 0.65 -1.67 0.22 0.145
H 0.2818 -0.2344 1.0768 -2.50 0.01 -0.35 0.152
C -0.7301 0.2233 -0.6438 -3.25 -3.80 -1.94 -0.026
H -2.0322 -1.3861 3.4034 0.75 0.02 0.33 0.099
H -0.7722 -2.5216 2.6836 1.58 0.55 0.05 0.060
H -2.4037 -2.7365 2.4088 0.83 1.53 -0.28 0.136
H -1.6537 0.6730 -1.0452 0.41 -0.34 0.55 0.091
H -0.4456 -0.6919 -1.2023 -0.65 0.37 0.31 0.097
H 0.0607 0.7917 -0.8044 3.44 3.13 -0.56 0.042
C 0.0763 -5.8458 -3.2271 0.27 9.73 -0.63 -0.121
C 1.2220 -4.8906 -2.6249 -1.02 -6.92 3.81 -0.232
C 0.9624 -3.6218 -3.0808 2.33 5.81 -1.40 -0.328
S -0.7015 -3.3202 -2.9103 -0.65 -3.57 -5.76 0.563
O -1.2240 -2.5964 -4.0035 -0.62 2.47 -0.71 -0.278
O -0.9180 -3.0852 -1.5829 -1.22 2.15 6.25 -0.258
C -1.2080 -4.9779 -3.2322 -0.48 -1.77 -1.72 -0.191
H -0.0495 -6.6594 -2.8062 -0.85 -7.74 4.34 0.029
H 0.4044 -5.9636 -4.1574 0.84 -0.89 -4.17 0.074
H 2.1329 -5.3283 -3.0220 0.45 0.16 0.78 0.129
H 1.0091 -5.0648 -1.4918 1.26 0.62 -1.62 0.150
H 1.3691 -3.5417 -4.0859 -0.69 0.30 -0.52 0.138
H 1.4453 -2.7461 -2.5569 -0.19 -0.83 -0.16 0.131
H -1.6894 -5.0563 -4.2519 0.54 0.50 1.10 0.127
H -1.9738 -5.3155 -2.5451 0.08 0.10 0.48 0.103
C -4.7009 2.0224 4.4174 5.77 0.15 -0.04 -0.168
C -4.6815 3.5487 4.2183 -4.10 -0.82 2.19 -0.251
C -3.7450 3.9484 3.2270 3.56 -1.25 0.87 -0.239
S -3.6332 2.5893 2.0552 2.59 1.84 1.56 0.690
O -2.2650 2.0923 2.0260 0.18 -0.28 -0.10 -0.341
O -4.1599 3.1049 0.8510 -1.21 -0.28 -1.78 -0.272
C -4.5869 1.4900 2.9889 -0.15 0.00 0.33 -0.220
H -5.6159 1.7888 4.7675 -2.74 -1.22 1.62 0.072
H -3.8093 1.6500 5.1100 -1.95 0.70 -1.38 0.164
H -4.6055 4.0494 5.2179 -0.16 -0.16 -1.09 0.148
H -5.6951 3.7140 3.7589 0.44 0.36 0.90 0.143
H -2.8182 4.1093 3.7925 0.45 -0.17 -0.85 0.114
H -3.9969 4.7997 2.7325 -0.62 2.38 -1.60 0.082
H -4.1997 0.5283 2.7191 -0.23 -0.80 0.32 0.091
H -5.5535 1.6986 2.6398 -1.61 -0.52 -1.13 0.100
C 3.3624 -3.4034 2.7699 1.38 1.72 -2.15 -0.180
C 2.4948 -4.0160 1.7377 -3.44 0.17 1.97 -0.263
C 2.7174 -3.4832 0.4351 1.32 1.99 0.92 -0.213
S 2.9660 -1.7590 0.7314 1.31 -3.41 3.19 0.569
O 1.8056 -1.0232 0.5934 -4.63 1.90 0.00 -0.274
O 4.0613 -1.3701 0.0320 5.72 2.31 -3.99 -0.244
C 3.4496 -1.8576 2.4438 -3.21 0.58 1.88 -0.148
H 4.2274 -3.9558 2.6409 2.87 -0.14 -0.06 0.099
H 3.0289 -3.7542 3.6635 -1.10 0.04 3.02 0.088
H 1.5317 -3.6826 2.1185 -0.96 -0.34 -0.50 0.117
H 2.4618 -5.0659 1.7055 0.21 -1.46 0.43 0.125
H 1.9499 -3.3893 -0.1911 -3.48 -0.65 -2.62 0.042
H 3.5166 -3.9717 -0.0013 1.97 -0.33 -1.26 0.115
H 2.4814 -1.2525 2.8963 2.54 -1.57 -0.41 0.145
H 4.3582 -1.2424 2.6153 -0.52 -0.85 -0.09 0.113
C 2.0658 2.9057 5.4500 -7.94 0.41 1.56 -0.153
C 1.5237 3.8113 4.3170 4.71 3.99 -1.90 -0.259
C 0.1887 3.4052 4.1211 -2.46 -0.69 -3.32 -0.319
S 0.2577 1.6802 4.1485 -0.69 -1.31 2.13 0.600
O 0.5411 1.2515 2.8486 1.03 -1.22 -3.39 -0.288
O -0.8924 1.1502 4.7995 -1.34 -0.50 0.55 -0.310
C 1.6204 1.3836 5.2548 0.55 0.47 1.07 -0.181
H 1.4441 3.2940 6.3291 1.07 -0.55 -0.61 0.147
H 2.9894 2.9889 5.6860 6.24 0.60 1.28 0.037
H 2.2032 3.7705 3.4113 -0.94 -0.69 0.62 0.137
H 1.5106 5.0472 4.3399 0.39 -3.06 1.21 0.191
H -0.3903 3.6666 3.1847 1.07 -0.30 0.65 0.142
H -0.4034 3.7592 4.8734 -1.67 0.57 2.41 0.084
H 2.5475 0.8748 5.0145 -0.22 -0.23 -1.54 0.090
H 1.2420 0.6384 6.0670 0.22 2.34 -0.72 0.141
C -3.5570 1.7765 -3.2378 -0.42 0.56 0.19 -0.197
C -2.8663 3.0762 -2.6386 -2.05 -3.09 4.27 -0.269
C -2.0567 3.6196 -3.6978 -0.81 2.26 -1.66 -0.275
S -1.2525 2.1923 -4.3128 5.18 -0.59 -0.66 0.681
O -0.0281 1.9451 -3.4692 -2.75 0.81 -1.30 -0.341
O -1.0452 2.2345 -5.7430 -0.20 0.24 0.33 -0.313
C -2.4025 0.9926 -3.9414 -2.90 -1.81 1.66 -0.254
H -4.4029 2.0388 -3.9341 0.91 -0.28 0.61 0.128
H -3.9357 1.1353 -2.4153 -0.12 0.60 -0.57 0.110
H -2.4191 2.5978 -1.6021 -0.33 1.93 -2.59 0.154
H -3.6312 3.7978 -2.3670 -0.04 -0.10 0.48 0.110
H -1.2921 4.3319 -3.4570 0.52 0.23 0.36 0.107
H -2.8424 4.2270 -4.3440 1.93 -1.73 0.33 0.176
H -2.1161 0.2073 -3.1318 0.26 1.21 -2.19 0.125
H -2.8007 0.6072 -4.9030 0.70 -0.32 0.75 0.122
C 3.6612 -0.3377 -5.0044 -0.21 5.73 -2.82 -0.192
C 4.9354 0.1388 -4.3345 0.15 2.57 -4.58 -0.259
C 4.5614 0.2855 -2.9735 1.81 1.12 5.43 -0.280
S 2.9040 0.8332 -2.7517 -0.34 -4.41 -3.32 0.546
O 2.8464 2.1591 -2.4446 0.21 6.13 1.24 -0.245
O 2.1345 -0.0447 -1.9657 -1.02 -2.18 2.17 -0.319
C 2.4641 0.4649 -4.4179 -2.22 -2.76 -0.77 -0.212
H 3.5201 -1.2220 -4.6898 -1.19 -7.07 1.62 0.024
H 3.7035 -0.2677 -6.1196 -0.11 -0.25 0.97 0.144
H 5.1291 1.0903 -4.9503 0.31 -0.81 1.52 0.154
H 5.7968 -0.4967 -4.4749 0.09 -0.33 -0.10 0.121
H 5.2082 1.0923 -2.3245 -1.31 -2.50 -1.30 0.180
H 4.5121 -0.7672 -2.5795 0.48 1.14 0.51 0.120
H 2.2858 1.3860 -4.8070 0.04 2.85 -1.75 0.047
H 1.3323 -0.0088 -4.5981 3.22 0.73 1.02 0.175
```
Forces are in eV/Å.

Output
largest force on an atom = 0.1897 hartree/bohr
energy = -122007.2241 eV
net charge = +1
energy relative to the best compared isomer or geometry (same formula, charge and spin) = 6.2 kcal per mole
multiplicity = 1


2.
A 5-piece molecular cluster, C27H57BrClF7O7P2 overall at a distorted geometry, computed with ωB97M-V with the def2-TZVPD basis set.

Structure (XYZ):
```
102
Properties=species:S:1:pos:R:3:forces:R:3:lowdin_charge:R:1
C 0.1238 -5.7210 1.8924 -1.73 -0.24 -0.12 -0.151
C 0.1385 -5.4014 0.3263 0.54 0.22 -0.11 -0.247
C 0.9331 -4.0293 -0.0617 0.71 -1.94 -0.85 -0.267
C 0.1116 -3.0510 -1.0135 1.74 -1.71 -0.84 -0.469
C 1.2118 -2.2628 -1.9154 0.24 0.49 -0.46 -0.122
P -1.2526 -1.9763 -0.2937 0.88 1.33 -0.68 0.536
Cl -0.8816 -2.5227 1.7336 0.31 -0.07 0.82 0.509
C -0.7932 -0.1490 0.0821 0.04 1.27 0.33 -0.313
C -0.8492 0.3006 1.6026 0.52 0.74 0.31 -0.261
O -0.8157 1.7913 1.5522 1.84 0.14 1.81 -0.129
C 0.2762 2.2439 2.3516 2.67 0.13 -1.42 -0.264
O 1.4430 2.3028 1.9209 -3.88 -0.41 1.17 0.041
P -1.6081 -1.2286 -2.3796 -0.32 0.30 -2.62 0.500
O -1.8722 -2.4874 -3.4944 0.23 0.37 1.45 -0.415
Br -3.5827 -0.0384 -2.4689 0.48 -0.58 0.28 0.284
C -3.0155 -2.6545 -0.0687 -1.41 -2.70 1.93 -0.445
F -2.8555 -3.8754 0.7037 -0.93 1.72 -1.87 -0.083
F -3.7105 -3.0717 -1.2180 1.50 0.99 1.63 0.007
C -4.0342 -1.7967 0.8235 -1.68 0.60 1.63 -0.264
F -3.9875 -2.1340 2.2129 0.44 0.52 -3.15 0.055
F -3.8770 -0.4058 0.7679 0.18 -2.53 -0.20 0.051
C -5.5930 -2.0808 0.4455 -1.72 0.67 1.47 -0.345
F -6.3308 -1.4580 1.4982 1.42 -1.25 -2.36 0.076
F -5.9271 -3.4426 0.5279 0.90 3.13 -0.84 0.116
F -6.0097 -1.4546 -0.7233 0.97 -1.98 2.34 0.087
H 0.3246 -6.8350 2.1002 0.04 1.82 -0.29 0.076
H -0.9603 -5.5559 2.2516 1.73 -0.13 -0.28 0.064
H 0.7876 -5.0241 2.4941 -0.66 -1.06 -0.81 0.062
H -0.8929 -5.3054 -0.1552 1.14 -0.32 1.07 0.088
H 0.6278 -6.3091 -0.1899 -0.57 1.60 0.57 0.107
H 1.4849 -3.5611 0.8089 -1.04 -0.30 -0.98 0.097
H 1.7825 -4.4324 -0.7373 -1.24 0.98 0.91 0.104
H -0.3898 -3.7734 -1.7631 0.42 1.18 1.25 0.111
H 1.0495 -2.5125 -3.0164 0.09 0.45 1.46 0.086
H 2.2865 -2.5804 -1.6731 -1.71 0.25 0.01 0.078
H 1.1797 -1.1346 -1.8140 -0.04 -1.38 -0.14 0.049
H 0.2668 0.1106 -0.2903 -1.57 -0.80 0.44 0.113
H -1.4820 0.5728 -0.4998 0.86 -1.20 0.84 0.062
H 0.1008 0.0363 2.1966 -1.73 -0.33 -1.06 0.114
H -1.8005 0.0671 2.1721 1.30 -0.11 -0.90 0.110
H 0.1097 2.5795 3.4346 -0.55 -0.48 -1.47 0.167
H -2.0579 -3.3617 -3.1048 -0.25 0.54 -0.15 0.036
C 7.4130 1.4896 3.5978 -0.10 0.03 0.12 -0.083
C 7.2023 0.8807 2.2217 -0.05 0.05 0.07 -0.284
O 5.8685 0.4515 1.9886 0.02 -0.22 -0.04 -0.168
C 4.8612 1.4538 2.0607 -0.03 0.06 -0.05 -0.280
C 5.0531 2.5793 1.0594 0.11 0.06 -0.07 -0.077
H 7.1323 0.7758 4.3787 0.07 0.05 -0.10 0.082
H 8.4610 1.7677 3.7349 -0.06 -0.05 -0.02 0.077
H 6.8082 2.3862 3.7440 0.08 0.03 -0.04 0.064
H 7.8344 -0.0059 2.1290 -0.21 -0.05 -0.06 0.116
H 7.5214 1.5702 1.4336 0.01 0.09 0.03 0.104
H 4.7881 1.8425 3.0818 0.03 0.08 -0.02 0.107
H 3.9107 0.9555 1.8526 0.20 -0.11 0.03 0.106
H 5.9876 3.1195 1.2247 -0.06 0.04 0.05 0.065
H 4.2331 3.2969 1.1341 0.01 -0.10 0.01 0.071
H 5.0803 2.1833 0.0405 -0.05 0.01 0.07 0.083
C -0.0052 4.6724 0.0063 -0.12 0.12 0.14 -0.070
C -0.2121 4.0603 -1.3687 -0.10 0.01 0.11 -0.265
O -1.5442 3.6238 -1.6022 0.07 -0.21 -0.05 -0.170
C -2.5578 4.6185 -1.5331 -0.07 0.00 -0.06 -0.272
C -2.3724 5.7441 -2.5365 0.17 0.02 -0.07 -0.077
H -0.2838 3.9584 0.7853 0.03 0.21 -0.29 0.041
H 1.0414 4.9551 0.1447 -0.05 -0.07 -0.01 0.083
H -0.6140 5.5669 0.1515 0.07 0.05 -0.07 0.070
H 0.4243 3.1763 -1.4589 -0.20 -0.06 -0.04 0.116
H 0.1049 4.7500 -2.1577 0.01 0.09 0.03 0.105
H -2.6346 5.0086 -0.5126 0.02 0.07 -0.01 0.111
H -3.5045 4.1123 -1.7405 0.20 -0.13 0.10 0.106
H -1.4419 6.2913 -2.3713 -0.07 0.06 0.04 0.064
H -3.1975 6.4567 -2.4642 0.02 -0.06 0.00 0.071
H -2.3413 5.3466 -3.5547 -0.05 0.01 0.07 0.083
C 6.5630 -4.1123 -1.9722 -0.04 -0.17 -0.02 -0.079
C 5.6197 -3.1884 -1.2204 0.14 -0.03 -0.02 -0.273
O 4.4842 -3.8523 -0.6806 -0.27 0.01 -0.06 -0.187
C 4.7457 -4.8878 0.2594 0.08 0.04 0.06 -0.276
C 5.4992 -4.4123 1.4895 0.05 0.13 0.03 -0.073
H 6.0339 -4.6203 -2.7847 0.06 0.10 0.06 0.083
H 7.3956 -3.5447 -2.3947 -0.09 -0.02 0.02 0.079
H 6.9809 -4.8842 -1.3236 0.07 0.07 0.01 0.065
H 5.2383 -2.4353 -1.9145 -0.18 -0.09 0.12 0.117
H 6.1483 -2.6419 -0.4333 0.04 -0.03 0.02 0.107
H 5.2693 -5.7168 -0.2284 0.07 0.02 0.03 0.108
H 3.7728 -5.2791 0.5712 -0.02 0.15 -0.18 0.107
H 6.4849 -4.0161 1.2380 0.00 -0.09 0.02 0.067
H 5.6388 -5.2375 2.1916 -0.03 0.03 -0.05 0.079
H 4.9452 -3.6149 1.9921 0.02 -0.07 -0.03 0.083
C -7.6963 5.5110 -0.5158 -0.04 -0.04 0.15 -0.079
C -6.6392 4.9213 -1.4344 -0.08 -0.02 0.07 -0.278
O -5.9222 3.8405 -0.8551 0.19 0.03 0.02 -0.176
C -6.6904 2.7071 -0.4711 -0.04 -0.05 -0.05 -0.268
C -7.4362 2.0615 -1.6260 -0.02 0.05 -0.14 -0.075
H -7.2423 5.8522 0.4199 -0.02 0.00 -0.13 0.083
H -8.1896 6.3589 -0.9976 0.06 -0.05 0.03 0.077
H -8.4651 4.7809 -0.2572 -0.03 0.04 -0.08 0.065
H -5.9023 5.6950 -1.6645 0.12 -0.19 0.06 0.112
H -7.0752 4.6171 -2.3912 -0.09 -0.01 0.01 0.108
H -7.3746 2.9729 0.3416 -0.07 0.00 -0.04 0.107
H -5.9870 1.9800 -0.0555 0.10 0.22 -0.06 0.113
H -8.1609 2.7424 -2.0771 -0.05 -0.05 0.07 0.066
H -7.9768 1.1769 -1.2818 0.06 0.04 0.00 0.078
H -6.7371 1.7612 -2.4114 -0.02 -0.02 0.08 0.074
```
Forces are in eV/Å.

Output
largest force on an atom = 0.0793 hartree/bohr
SMILES = CCC[C@H](C)P(Cl)(CCOC=O)(P(O)Br)C(F)(F)C(F)(F)C(F)(F)F.CCOCC.CCOCC.CCOCC.CCOCC
energy = -163415.9793 eV
multiplicity = 1